# 1
{
  "formula": "C39H45N5P2Ru",
  "method": "the ωB97M-V functional and the def2-TZVPD basis",
  "species": ["Ru", "C", "C", "C", "C", "C", "C", "C", "C", "C", "H", "H", "H", "H", "H", "H", "H", "H", "H", "H", "H", "H", "H", "H", "H", "P", "P", "N", "N", "N", "N", "C", "C", "C", "C", "C", "C", "C", "C", "C", "C", "C", "C", "C", "C", "C", "C", "C", "C", "H", "H", "H", "H", "H", "H", "H", "H", "H", "H", "H", "H", "H", "H", "H", "H", "H", "H", "H", "H", "C", "C", "C", "C", "C", "C", "N", "C", "C", "C", "C", "C", "C", "H", "H", "H", "H", "H", "H", "H", "H", "H", "H"],
  "coordinates": [[0.44, -1.38, 2.22], [-1.12, 2.03, 2.60], [-1.39, 0.91, 1.92], [-1.19, 0.84, 0.45], [0.08, 0.28, -0.17], [1.34, 0.16, 0.68], [1.76, 1.31, 1.36], [1.07, 2.59, 1.25], [-0.09, 3.03, 2.18], [2.25, -1.86, 2.81], [-1.66, 2.28, 3.53], [-2.12, 0.18, 2.29], [-1.37, 1.87, 0.08], [-2.05, 0.27, 0.08], [-0.17, -0.72, -0.58], [0.32, 0.97, -1.00], [2.10, -0.47, 0.15], [2.65, 1.19, 1.99], [0.81, 2.76, 0.20], [1.86, 3.32, 1.46], [0.34, 3.38, 3.14], [-0.55, 3.89, 1.66], [2.17, -2.06, 3.90], [2.96, -0.98, 2.69], [2.57, -2.77, 2.30], [1.99, -0.83, -2.32], [-1.90, -0.22, -2.32], [3.29, 0.30, -2.89], [2.51, -2.08, -3.56], [-1.83, 1.43, -3.16], [-3.33, -0.66, -3.21], [0.71, -0.07, -3.41], [-0.58, -0.87, -3.43], [4.48, 0.41, -2.15], [5.42, 1.13, -2.89], [4.81, 1.44, -4.15], [3.52, 0.90, -4.12], [2.81, -3.38, -3.20], [3.15, -4.11, -4.33], [3.01, -3.25, -5.45], [2.64, -1.99, -4.96], [-1.97, 2.58, -2.37], [-1.80, 3.72, -3.14], [-1.45, 3.26, -4.45], [-1.52, 1.87, -4.45], [-4.09, -0.04, -4.22], [-4.90, -0.99, -4.82], [-4.69, -2.23, -4.12], [-3.73, -2.01, -3.15], [1.06, 0.03, -4.44], [0.51, 0.95, -3.07], [-0.98, -0.90, -4.46], [-0.43, -1.93, -3.13], [4.54, -0.05, -1.19], [6.42, 1.39, -2.57], [5.26, 1.98, -4.96], [2.78, 0.89, -4.92], [2.76, -3.65, -2.16], [3.47, -5.13, -4.34], [3.19, -3.49, -6.49], [2.49, -1.06, -5.50], [-2.34, 2.47, -1.35], [-1.99, 4.72, -2.78], [-1.21, 3.91, -5.29], [-1.49, 1.19, -5.28], [-4.00, 1.01, -4.41], [-5.57, -0.84, -5.66], [-5.16, -3.18, -4.33], [-3.28, -2.66, -2.40], [0.38, 2.50, 6.98], [1.16, 2.43, 5.82], [1.07, 1.34, 4.93], [0.12, 0.32, 5.18], [-0.44, 0.28, 6.50], [-0.39, 1.40, 7.34], [-0.25, -0.62, 4.20], [-1.33, -1.45, 4.48], [-1.11, -2.83, 4.35], [-2.08, -3.72, 4.82], [-3.30, -3.24, 5.31], [-3.56, -1.85, 5.37], [-2.57, -0.95, 4.98], [0.38, 3.37, 7.65], [1.84, 3.26, 5.64], [1.74, 1.28, 4.07], [-0.95, -0.64, 6.83], [-0.94, 1.35, 8.29], [-0.14, -3.18, 3.96], [-1.91, -4.79, 4.75], [-4.08, -3.91, 5.68], [-4.53, -1.45, 5.68], [-2.69, 0.15, 5.03]],
  "lowdin_spin": [1.84, 0.03, 0.00, 0.00, 0.00, -0.03, 0.11, 0.02, 0.01, -0.03, 0.00, 0.00, 0.00, 0.00, 0.00, 0.00, 0.00, 0.00, 0.00, 0.00, 0.00, 0.00, 0.00, 0.01, 0.00, 0.00, 0.00, 0.00, 0.00, 0.00, 0.04, 0.00, 0.00, 0.00, 0.00, 0.00, 0.00, 0.00, 0.00, 0.00, 0.00, 0.01, 0.00, 0.00, 0.01, 0.33, 0.13, 0.11, 0.34, 0.00, 0.00, 0.00, 0.00, 0.00, 0.00, 0.00, 0.00, 0.00, 0.00, 0.00, 0.00, 0.00, 0.00, 0.00, 0.00, 0.01, 0.00, 0.00, 0.01, 0.14, -0.01, 0.10, 0.02, 0.12, -0.02, 0.43, 0.03, 0.07, 0.00, 0.06, 0.00, 0.05, 0.01, 0.00, 0.00, 0.00, 0.00, 0.01, 0.00, 0.00, 0.00, 0.00],
  "charge": 2,
  "total_energy_ev": -69759.4158,
  "fmax_ev_per_a": 5.60,
  "spin_multiplicity": 5,
  "s2": 6.09
}

***

# 2
{
  "formula": "C39H46N2O9",
  "method": "the ωB97M-V functional and the def2-TZVPD basis",
  "species": ["C", "O", "C", "C", "C", "C", "C", "C", "O", "N", "C", "C", "C", "C", "N", "C", "C", "C", "C", "C", "C", "C", "C", "C", "C", "C", "O", "C", "C", "O", "C", "H", "H", "H", "H", "H", "H", "H", "H", "H", "H", "H", "H", "H", "H", "H", "H", "H", "H", "H", "H", "H", "H", "H", "H", "H", "H", "H", "H", "H", "H", "H", "C", "C", "O", "C", "C", "C", "C", "C", "C", "C", "C", "C", "O", "C", "O", "O", "C", "C", "O", "H", "H", "H", "H", "H", "H", "H", "H", "H", "H", "H", "H", "H", "H", "H"],
  "coordinates": [[4.66, -3.33, 3.31], [5.26, -2.06, 3.66], [4.46, -0.97, 3.61], [3.13, -0.98, 3.16], [2.24, -0.03, 3.68], [0.77, -0.13, 3.38], [-0.07, -0.57, 4.58], [0.38, -1.88, 5.25], [1.51, -2.17, 5.61], [-0.70, -2.71, 5.31], [-0.61, -4.05, 5.88], [-1.94, -2.17, 4.77], [-2.50, -3.10, 3.68], [-2.94, -1.96, 5.91], [-1.45, -0.88, 4.18], [-2.17, 0.07, 3.55], [-3.50, -0.02, 3.17], [-4.32, 0.99, 2.66], [-5.75, 0.83, 2.70], [-6.52, 2.01, 2.77], [-7.77, 2.03, 3.40], [-8.28, 0.84, 3.95], [-7.60, -0.39, 3.72], [-6.41, -0.40, 2.97], [2.70, 1.05, 4.43], [4.07, 1.17, 4.73], [4.62, 2.08, 5.58], [3.76, 3.09, 6.12], [4.97, 0.19, 4.24], [6.31, 0.28, 4.53], [6.78, -0.25, 5.79], [5.46, -4.05, 3.43], [3.82, -3.56, 3.98], [4.33, -3.31, 2.27], [2.75, -1.79, 2.54], [0.37, 0.84, 3.05], [0.61, -0.82, 2.54], [-0.08, 0.22, 5.36], [0.42, -4.27, 6.15], [-1.22, -4.17, 6.78], [-0.93, -4.80, 5.15], [-1.78, -3.17, 2.87], [-2.67, -4.10, 4.09], [-3.45, -2.73, 3.29], [-2.41, -1.59, 6.80], [-3.69, -1.22, 5.63], [-3.45, -2.91, 6.15], [-1.63, 1.02, 3.37], [-3.98, -0.99, 3.30], [-4.05, 2.02, 2.83], [-6.07, 2.94, 2.44], [-8.32, 2.97, 3.47], [-9.20, 0.86, 4.51], [-8.03, -1.31, 4.10], [-5.95, -1.35, 2.68], [1.99, 1.80, 4.79], [4.43, 3.72, 6.70], [3.29, 3.67, 5.32], [3.00, 2.65, 6.77], [7.85, -0.10, 5.75], [6.33, 0.32, 6.60], [6.53, -1.31, 5.85], [-4.85, -1.15, -1.49], [-3.96, 0.08, -1.40], [-3.93, 0.73, -0.08], [-2.98, 1.69, 0.05], [-3.26, 2.84, 0.97], [-2.56, 3.30, 2.22], [-3.47, 4.24, 2.99], [-4.67, 4.71, 2.43], [-5.48, 5.62, 3.11], [-5.15, 5.98, 4.41], [-4.10, 5.32, 5.06], [-3.26, 4.45, 4.37], [-1.42, 3.01, 2.55], [-3.05, 4.08, 0.10], [-2.51, 5.09, 0.58], [-3.38, 4.07, -1.21], [-2.96, 5.36, -1.70], [-3.09, 5.43, -3.18], [-1.96, 1.68, -0.62], [-4.66, -1.60, -2.47], [-4.62, -1.90, -0.72], [-5.92, -0.91, -1.44], [-2.92, -0.20, -1.64], [-4.30, 0.82, -2.14], [-4.96, 4.40, 1.42], [-6.38, 6.00, 2.60], [-5.76, 6.72, 4.92], [-3.96, 5.49, 6.13], [-2.39, 3.96, 4.85], [-3.60, 6.12, -1.21], [-1.90, 5.55, -1.47], [-2.75, 6.42, -3.51], [-2.46, 4.70, -3.70], [-4.12, 5.31, -3.53]],
  "lowdin_charge": [-0.05, -0.07, -0.19, 0.02, -0.23, -0.07, -0.15, -0.36, 0.08, -0.04, -0.01, -0.45, 0.01, 0.01, 0.04, 0.03, -0.03, 0.04, -0.19, 0.01, -0.05, -0.07, -0.06, -0.02, 0.02, -0.19, -0.07, -0.06, -0.15, -0.09, -0.03, 0.09, 0.10, 0.09, 0.12, 0.12, 0.14, 0.18, 0.09, 0.10, 0.09, 0.11, 0.08, 0.07, 0.10, 0.08, 0.09, 0.12, 0.07, 0.08, 0.09, 0.11, 0.10, 0.10, 0.11, 0.12, 0.09, 0.10, 0.09, 0.09, 0.08, 0.09, -0.08, -0.20, -0.03, -0.45, -0.05, -0.38, -0.15, -0.07, -0.08, -0.09, -0.08, -0.02, 0.07, -0.46, 0.04, 0.02, -0.25, -0.08, 0.10, 0.08, 0.07, 0.07, 0.12, 0.13, 0.12, 0.11, 0.10, 0.10, 0.12, 0.13, 0.13, 0.08, 0.08, 0.07],
  "total_energy_ev": -62591.3221,
  "fmax_ev_per_a": 2.62
}